No. 1
15 unconnected molecules or ions with the total composition H30O15 at a distorted geometry, computed with ωB97M-V/def2-TZVPD.

Last columns: bonded neighbours and bond lengths (Å).
Cartesian coordinates (Å):
1 O 2.11706 3.59484 19.72609  H2 0.936, H3 0.974
2 H 2.72629 4.12516 19.25402  O1 0.936
3 H 2.48533 2.69898 19.82670  O1 0.974
4 O -0.17426 1.56656 19.61228  H5 0.935, H6 0.922
5 H -1.01427 1.47556 20.01266  O4 0.935
6 H 0.42494 1.47772 20.30742  O4 0.922
7 O -1.71591 0.76297 23.04403  H8 0.976, H9 0.951
8 H -0.77859 1.00605 22.91813  O7 0.976
9 H -1.92707 1.07374 23.91715  O7 0.951
10 O 2.85206 0.88873 20.44520  H11 0.980, H12 0.963
11 H 2.72631 0.11580 19.85664  O10 0.980
12 H 2.57909 0.62220 21.32986  O10 0.963
13 O 3.15930 2.14883 23.18121  H14 0.954, H15 0.978
14 H 3.45335 2.87228 22.63298  O13 0.954
15 H 3.25953 2.51884 24.08074  O13 0.978
16 O 1.43250 -0.31764 22.63812  H17 0.975, H18 0.946
17 H 1.95358 -1.12464 22.80439  O16 0.975
18 H 0.79919 -0.49003 21.95717  O16 0.946
19 O -0.41223 4.32401 19.05072  H20 0.956, H21 0.954
20 H 0.42627 4.00414 19.38012  O19 0.956
21 H -0.32575 5.27342 19.07290  O19 0.954
22 O 0.83716 5.00511 22.18722  H23 0.943, H24 0.963
23 H 0.31193 5.78792 22.21681  O22 0.943
24 H 1.37560 5.19048 21.41055  O22 0.963
25 O 1.25855 0.78308 25.14447  H26 0.954, H27 0.986
26 H 2.04294 0.43887 25.56372  O25 0.954
27 H 1.41558 0.49316 24.21564  O25 0.986
28 O 2.81657 5.54411 24.11098  H29 0.964, H30 0.946
29 H 2.24733 5.23240 23.39808  O28 0.964
30 H 2.58760 4.96138 24.82033  O28 0.946
31 O 0.65275 3.46125 25.12679  H32 0.934, H33 0.970
32 H 0.44920 2.56932 25.31424  O31 0.934
33 H 0.02165 3.84603 24.49858  O31 0.970
34 O 0.45915 2.30389 22.29181  H35 0.951, H36 0.971
35 H 1.36243 2.06379 22.46632  O34 0.951
36 H 0.44468 3.27442 22.27191  O34 0.971
37 O -2.03530 4.33206 21.15626  H38 0.943, H39 0.962
38 H -1.32473 4.26829 20.53938  O37 0.943
39 H -2.71919 4.75240 20.62670  O37 0.962
40 O -1.72819 3.97273 23.83139  H41 0.969, H42 0.962
41 H -1.53086 4.07464 22.88795  O40 0.969
42 H -1.56507 4.83601 24.22437  O40 0.962
43 O 4.28167 -0.25417 23.26510  H44 0.956, H45 0.952
44 H 3.80758 0.56180 23.11343  O43 0.956
45 H 4.90328 0.03512 23.92492  O43 0.952

Summary:
Spin multiplicity   1
Kohn-Sham gap   10.1 eV
Energy relative to the best compared isomer or geometry (same formula, charge and spin)   22.9 kcal per mole
Electronic energy   -1146.60359 Eh
Charge   0


No. 2
15 unconnected molecules or ions with the total composition H30O15 at a distorted geometry, computed with ωB97M-V/def2-TZVPD.

Last columns: bonded neighbours and bond lengths (Å).
Cartesian coordinates (Å):
1 H -1.46966 -0.93666 0.41507  O31 1.000
2 H -0.35952 -0.19257 1.36867  O31 0.947
3 H -1.40466 -2.68763 -1.12560  O32 0.894
4 H -2.36454 -2.50125 -2.14606  O32 0.969
5 H 0.59478 4.81149 0.41665  O33 0.960
6 H -0.53723 3.94601 -0.09617  O33 0.884
7 H 3.50742 -1.36394 2.99705  O34 0.945
8 H 2.35687 -0.67268 2.43792  O34 1.030
9 H 2.99041 1.90070 0.87610  O35 1.022
10 H 1.73467 2.03945 1.64374  O35 0.954
11 H 3.10142 -3.38411 3.46108  O36 0.974
12 H 2.07375 -2.48151 4.05346  O36 0.940
13 H -1.39561 0.30922 4.34442  O37 0.931
14 H -1.11587 1.29682 3.32802  O37 0.974
15 H 0.80088 -4.32930 -2.55720  O38 1.008
16 H -0.13109 -3.57380 -1.55669  O38 0.948
17 H -0.08516 -3.88472 2.08579  O39 0.965
18 H 0.18312 -4.21619 0.68653  O39 0.923
19 H 1.44363 1.26777 -1.89123  O40 0.936
20 H 1.12727 0.87712 -3.33543  O40 0.975
21 H 2.53120 -0.58492 -0.75128  O41 0.945
22 H 3.49464 -0.67902 0.42289  O41 1.043
23 H -4.72557 2.38394 -0.78662  O42 0.970
24 H -3.77880 1.94595 0.36363  O42 0.929
25 H -0.98055 3.01358 -1.34607  O43 0.925
26 H -1.42992 4.17417 -2.36043  O43 0.977
27 H -1.02211 1.04978 -3.10770  O44 0.955
28 H -0.89814 -0.03786 -4.26519  O44 1.023
29 H -1.72454 -0.97243 -1.54456  O45 1.014
30 H -0.31081 -0.38261 -1.12377  O45 0.946
31 O -1.26418 -0.23032 1.09258  H1 1.000, H2 0.947
32 O -2.23977 -2.95476 -1.29875  H3 0.894, H4 0.969
33 O -0.24051 4.77793 -0.05480  H5 0.960, H6 0.884
34 O 3.37117 -0.54023 2.55444  H7 0.945, H8 1.030
35 O 1.97861 1.88850 0.73360  H9 1.022, H10 0.954
36 O 2.36609 -2.79463 3.21671  H11 0.974, H12 0.940
37 O -1.50593 1.22520 4.21728  H13 0.931, H14 0.974
38 O -0.11260 -3.92049 -2.43861  H15 1.008, H16 0.948
39 O 0.58896 -4.27078 1.51386  H17 0.965, H18 0.923
40 O 0.90269 1.49935 -2.61955  H19 0.936, H20 0.975
41 O 2.95258 -1.26495 -0.24873  H21 0.945, H22 1.043
42 O -4.50902 2.47994 0.15379  H23 0.970, H24 0.929
43 O -0.79632 3.85308 -1.68926  H25 0.925, H26 0.977
44 O -0.56573 0.86889 -3.92662  H27 0.955, H28 1.023
45 O -1.20182 -0.13358 -1.31931  H29 1.014, H30 0.946

Summary:
Spin multiplicity   1
Kohn-Sham gap   8.4 eV
Energy relative to the best compared isomer or geometry (same formula, charge and spin)   193.3 kcal per mole
Electronic energy   -1146.33199 Eh
Charge   0


No. 3
16 unconnected molecules or ions with the total composition H32O16 at a distorted geometry, computed with ωB97M-V/def2-TZVPD.

Last columns: bonded neighbours and bond lengths (Å).
Cartesian coordinates (Å):
1 O 0.02131 -0.01388 -0.11683  H2 0.936, H3 0.954
2 H -0.78269 -0.45788 0.06517  O1 0.936
3 H 0.32331 0.19013 0.76517  O1 0.954
4 O -2.06469 -1.09088 1.45717  H5 0.917, H6 0.935
5 H -2.92269 -1.37688 1.30717  O4 0.917
6 H -1.69669 -1.79087 1.95617  O4 0.935
7 O 2.00731 -0.44588 -2.86283  H8 0.947, H9 0.959
8 H 1.20131 0.00713 -2.65683  O7 0.947
9 H 2.68531 0.19712 -3.07783  O7 0.959
10 O -2.75769 1.84312 -0.07383  H11 0.928, H12 0.964
11 H -2.81469 2.74412 -0.28883  O10 0.928
12 H -2.33169 1.77013 0.78817  O10 0.964
13 O -0.42569 -3.23388 0.09517  H14 0.940, H15 0.952
14 H 0.21731 -3.91488 0.02117  O13 0.940
15 H -1.26369 -3.59088 -0.18283  O13 0.952
16 O -1.29369 -2.29488 -2.51383  H17 0.968, H18 0.967
17 H -0.97569 -2.63188 -1.66383  O16 0.968
18 H -0.67669 -2.68488 -3.14883  O16 0.967
19 O 3.28631 -0.54588 1.08317  H20 0.937, H21 0.940
20 H 4.14931 -0.68988 1.41717  O19 0.937
21 H 2.89031 -0.12988 1.82717  O19 0.940
22 O 2.18031 -2.21788 -0.91283  H23 0.968, H24 0.904
23 H 1.56131 -1.61088 -1.34383  O22 0.968
24 H 2.32531 -1.89688 -0.07983  O22 0.904
25 O 0.22431 3.41812 0.87617  H26 0.960, H27 0.961
26 H 0.70531 4.05912 1.40417  O25 0.960
27 H 0.96931 2.83312 0.71417  O25 0.961
28 O -0.79269 0.57112 -2.98583  H29 0.935, H30 0.986
29 H -0.85369 -0.21188 -2.47783  O28 0.935
30 H -1.72269 0.54812 -3.31383  O28 0.986
31 O -4.02869 -0.40788 -1.05783  H32 0.934, H33 0.958
32 H -3.45769 0.25113 -0.72183  O31 0.934
33 H -3.69169 -0.70688 -1.90283  O31 0.958
34 O 0.87131 -1.72088 2.27017  H35 0.985, H36 0.942
35 H 1.80931 -1.88088 2.52617  O34 0.985
36 H 0.77131 -1.98888 1.37217  O34 0.942
37 O -0.62769 3.07812 -1.77783  H38 0.976, H39 0.968
38 H -0.69169 3.19112 -0.81083  O37 0.976
39 H -0.81769 2.14312 -1.94383  O37 0.968
40 O 2.36331 1.77313 -0.21383  H41 0.927, H42 0.899
41 H 2.93031 2.28712 0.30917  O40 0.927
42 H 2.48731 0.92212 0.04917  O40 0.899
43 O 1.31631 0.90112 2.58617  H44 0.971, H45 0.953
44 H 1.23331 -0.03087 2.84717  O43 0.971
45 H 1.84031 1.34412 3.24817  O43 0.953
46 O -1.43769 1.48912 2.46217  H47 0.959, H48 0.922
47 H -0.49169 1.33712 2.50017  O46 0.959
48 H -1.75069 0.66812 2.18117  O46 0.922

Summary:
Spin multiplicity   1
Kohn-Sham gap   8.7 eV
Energy relative to the best compared isomer or geometry (same formula, charge and spin)   119.5 kcal per mole
Electronic energy   -1223.00833 Eh
Charge   0


No. 4
16 unconnected molecules or ions with the total composition H32O16 at a distorted geometry, computed with ωB97M-V/def2-TZVPD.

Last columns: bonded neighbours and bond lengths (Å).
Cartesian coordinates (Å):
1 O -1.33735 -1.49990 2.51917  H2 0.965, H3 0.964
2 H -1.81135 -1.90490 1.78217  O1 0.965
3 H -0.42235 -1.80190 2.50217  O1 0.964
4 O -0.76635 2.25810 -2.09283  H5 0.988, H6 0.954
5 H 0.17065 2.06910 -1.84383  O4 0.988
6 H -0.92435 3.15110 -1.79783  O4 0.954
7 O -2.87035 -1.82390 0.27417  H8 0.964, H9 0.950
8 H -2.71435 -1.24590 -0.48083  O7 0.964
9 H -2.98035 -2.58890 -0.27883  O7 0.950
10 O 1.97565 2.17710 -1.51183  H11 0.932, H12 0.959
11 H 2.41165 2.53510 -0.76983  O10 0.932
12 H 2.49865 2.21410 -2.31483  O10 0.959
13 O -2.45035 0.74210 -0.82183  H14 0.959, H15 0.939
14 H -3.16335 1.37010 -0.69083  O13 0.959
15 H -1.79435 1.37210 -1.05483  O13 0.939
16 O 1.35565 -1.48090 2.56317  H17 0.944, H18 0.943
17 H 2.06665 -1.17090 2.02517  O16 0.944
18 H 1.76065 -1.69190 3.38817  O16 0.943
19 O 0.04865 1.19710 2.32717  H20 0.979, H21 0.956
20 H 0.48365 0.84110 3.12817  O19 0.979
21 H -0.38335 2.01510 2.56717  O19 0.956
22 O -1.40635 -1.31390 -2.18783  H23 0.950, H24 0.970
23 H -1.91535 -0.53690 -1.98683  O22 0.950
24 H -1.57935 -1.47690 -3.12783  O22 0.970
25 O -0.28935 -3.59390 0.24417  H26 0.957, H27 0.943
26 H 0.33265 -3.07790 -0.26783  O25 0.957
27 H -0.12935 -4.39290 -0.22983  O25 0.943
28 O 2.93565 1.93410 2.07217  H29 0.970, H30 0.952
29 H 2.12365 1.60110 1.65917  O28 0.970
30 H 3.33065 2.30410 1.28917  O28 0.952
31 O -3.25835 0.58710 2.37317  H32 0.948, H33 0.997
32 H -2.40835 0.34610 2.02817  O31 0.948
33 H -3.65035 -0.32090 2.49817  O31 0.997
34 O 0.34465 0.16010 -0.13283  H35 0.970, H36 0.927
35 H -0.00635 -0.74090 -0.05283  O34 0.970
36 H 0.11365 0.49410 0.70017  O34 0.927
37 O 1.19365 -2.06790 -1.56483  H38 0.977, H39 0.962
38 H 1.71265 -2.72390 -2.06983  O37 0.977
39 H 0.32465 -2.04590 -1.97583  O37 0.962
40 O 0.74665 3.15810 0.74117  H41 0.931, H42 0.958
41 H 0.47065 4.02810 0.56017  O40 0.931
42 H 0.41565 2.55910 0.07017  O40 0.958
43 O 0.38965 0.31210 -3.71383  H44 0.962, H45 0.941
44 H 0.56865 1.25710 -3.69383  O43 0.962
45 H 0.07265 0.12110 -2.84883  O43 0.941
46 O 3.00465 -0.85690 0.23017  H47 0.981, H48 0.962
47 H 2.09865 -0.69090 -0.10683  O46 0.981
48 H 3.31065 -1.75590 0.07517  O46 0.962

Summary:
Spin multiplicity   1
Kohn-Sham gap   9.6 eV
Energy relative to the best compared isomer or geometry (same formula, charge and spin)   114.4 kcal per mole
Electronic energy   -1223.01649 Eh
Charge   0


- What is the energy relative to the best compared isomer or geometry (same formula, charge and spin) in the second record?
  193.3 kcal per mole